(1)
{"formula": "C24H25N3O2", "method": "ωB97M-V with the def2-TZVPD basis set", "symbols": ["O", "C", "N", "C", "C", "C", "C", "O", "C", "C", "C", "C", "N", "C", "C", "C", "C", "C", "C", "N", "C", "C", "C", "C", "C", "C", "C", "C", "C", "H", "H", "H", "H", "H", "H", "H", "H", "H", "H", "H", "H", "H", "H", "H", "H", "H", "H", "H", "H", "H", "H", "H", "H", "H"], "positions_angstrom": [[-2.3873, -3.2150, -1.3514], [-2.6168, -2.3416, -0.5411], [-1.6799, -1.6100, 0.1093], [-0.2932, -1.7044, 0.0137], [0.3569, -2.3574, -1.0303], [1.7367, -2.3704, -1.0877], [2.4870, -1.7341, -0.1076], [3.8631, -1.8060, -0.1902], [4.6035, -0.6851, 0.0231], [5.9493, -0.8470, 0.3512], [6.7303, 0.2796, 0.5267], [6.1436, 1.5268, 0.3663], [4.8725, 1.6864, 0.0410], [4.1218, 0.6160, -0.1290], [1.8465, -1.1185, 0.9622], [0.4687, -1.1091, 1.0195], [-4.0548, -1.9850, -0.1520], [-4.5374, -0.7727, -0.9551], [-3.7975, 0.5113, -0.5673], [-3.3411, 0.4892, 0.8230], [-3.0614, 1.8358, 1.3129], [-2.1009, 2.5721, 0.4167], [-2.5276, 3.6511, -0.3458], [-1.6445, 4.3231, -1.1731], [-0.3221, 3.9227, -1.2486], [0.1135, 2.8492, -0.4902], [-0.7702, 2.1805, 0.3367], [-4.2886, -0.2195, 1.6687], [-4.2556, -1.7203, 1.3500], [-2.0460, -0.8407, 0.6796], [-0.2246, -2.8498, -1.7913], [2.2477, -2.8682, -1.8968], [6.3512, -1.8431, 0.4571], [7.7745, 0.1901, 0.7834], [6.7107, 2.4381, 0.4962], [3.0918, 0.7966, -0.4097], [2.4295, -0.6541, 1.7445], [-0.0279, -0.6504, 1.8629], [-4.6511, -2.8508, -0.4558], [-4.4041, -0.9582, -2.0213], [-5.6078, -0.6538, -0.7724], [-4.4654, 1.3698, -0.7432], [-2.9141, 0.6467, -1.1984], [-2.6249, 1.7354, 2.3127], [-3.9932, 2.4209, 1.4045], [-3.5581, 3.9737, -0.2894], [-1.9912, 5.1619, -1.7587], [0.3681, 4.4470, -1.8923], [1.1466, 2.5384, -0.5372], [-0.4232, 1.3474, 0.9268], [-5.3089, 0.1774, 1.5402], [-4.0085, -0.0625, 2.7138], [-5.1984, -2.1625, 1.6756], [-3.4582, -2.2041, 1.9167]], "spin_multiplicity": 1, "total_energy_ha": -1244.311997, "smiles": "O=C(Nc1ccc(Oc2cccnc2)cc1)C1CCN(Cc2ccccc2)CC1", "e_above_lowest_kj_mol": 122.9}


(2)
{"formula": "C31H25F5O4PSnTe", "method": "ωB97M-V with the def2-TZVPD basis set", "symbols": ["Sn", "C", "O", "C", "C", "C", "C", "C", "C", "O", "C", "O", "C", "H", "H", "H", "H", "H", "H", "H", "H", "H", "C", "C", "C", "C", "C", "C", "P", "C", "C", "C", "C", "C", "C", "C", "C", "C", "C", "C", "C", "C", "C", "C", "C", "H", "H", "H", "H", "H", "H", "H", "H", "H", "H", "H", "H", "H", "H", "H", "H", "F", "Te", "F", "F", "F", "F", "O"], "positions_angstrom": [[-0.4108, 0.0708, 0.2031], [4.8890, -4.1258, -1.8965], [3.6815, -4.8084, -2.2153], [2.5259, -4.2630, -1.8390], [1.3801, -5.0708, -2.0566], [0.1523, -4.6015, -1.7188], [-0.0272, -3.3211, -1.1351], [-1.3294, -2.8425, -0.8322], [-2.5451, -3.6487, -1.1953], [-1.5618, -1.7487, -0.2365], [1.1318, -2.5148, -0.9143], [1.0765, -1.3345, -0.3745], [2.3957, -3.0074, -1.2856], [5.6914, -4.8223, -2.1183], [4.9152, -3.8603, -0.8382], [5.0031, -3.2288, -2.5077], [1.5206, -6.0515, -2.4887], [-0.7046, -5.2368, -1.8915], [-2.5377, -4.6008, -0.6636], [-2.5738, -3.8524, -2.2652], [-3.4350, -3.0937, -0.9116], [3.2390, -2.3517, -1.1170], [2.7138, 5.9848, 0.6870], [1.5104, 5.4975, 1.1803], [1.2351, 4.1425, 1.1193], [2.1728, 3.2716, 0.5678], [3.3754, 3.7588, 0.0584], [3.6428, 5.1177, 0.1307], [1.8315, 1.4977, 0.5781], [3.1756, 0.7225, -0.3511], [3.0840, 0.7950, -1.7418], [4.1006, 0.2849, -2.5310], [5.2039, -0.3103, -1.9310], [5.2816, -0.4061, -0.5491], [4.2671, 0.1073, 0.2482], [1.9862, 1.0097, 2.3160], [2.9585, 1.6119, 3.0802], [3.1568, 1.2592, 4.4246], [2.3709, 0.3025, 5.0001], [1.3298, -0.3197, 4.2756], [0.5094, -1.3060, 4.8738], [-0.5188, -1.8902, 4.1964], [-0.8032, -1.4905, 2.8683], [0.0199, -0.5793, 2.2916], [1.1114, 0.0495, 2.9132], [2.9249, 7.0449, 0.7288], [0.7817, 6.1731, 1.6075], [0.2956, 3.7661, 1.4993], [4.0995, 3.0871, -0.3824], [4.5804, 5.4981, -0.2521], [2.2148, 1.2567, -2.1987], [4.0359, 0.3491, -3.6089], [6.0057, -0.7001, -2.5447], [6.1396, -0.8782, -0.0875], [4.3288, 0.0366, 1.3263], [3.5984, 2.3633, 2.6336], [3.9403, 1.7415, 4.9927], [2.5303, 0.0068, 6.0300], [0.7102, -1.5835, 5.9012], [-1.1458, -2.6343, 4.6689], [-1.6626, -1.8961, 2.3536], [-2.3863, 1.0115, 1.7377], [-2.6601, 2.5377, 0.6146], [-3.1220, 4.0445, -0.3419], [-4.2428, 2.7377, 1.5508], [-3.6218, 1.3585, -0.4694], [-1.8861, 3.5377, 1.9898], [-1.1027, 2.2112, -0.2233]], "spin_multiplicity": 1, "total_energy_ha": -2820.063955, "total_charge": 1, "e_above_lowest_kj_mol": 181.5}


(3)
{"formula": "C6H19InO4", "method": "ωB97M-V with the def2-TZVPD basis set", "symbols": ["In", "O", "H", "C", "C", "O", "H", "H", "H", "H", "H", "H", "C", "C", "O", "H", "H", "H", "H", "H", "H", "C", "C", "O", "H", "H", "H", "H", "H", "H"], "positions_angstrom": [[3.1527, 0.9688, -3.1671], [1.3234, 0.4957, -0.9730], [0.7319, 0.2786, -0.2263], [1.6219, -3.4078, 1.6330], [0.9385, -2.2097, 0.9385], [1.3894, -2.0470, -0.3870], [1.4534, -4.2415, 0.9513], [1.1159, -3.5716, 2.5844], [2.6870, -3.2386, 1.7911], [1.1925, -1.3212, 1.5165], [-0.1485, -2.2769, 0.9856], [1.2906, -1.1264, -0.6408], [-3.1428, -0.2081, -2.3089], [-1.8949, 0.2446, -1.5788], [-0.8247, 0.3620, -2.4969], [-3.5033, 0.5477, -3.0067], [-3.9260, -0.5347, -1.6248], [-2.8475, -1.0570, -2.9256], [-1.5952, -0.4351, -0.7812], [-2.1170, 1.1949, -1.0933], [-0.0588, 0.3452, -1.9184], [-0.0411, 2.0566, 2.1993], [0.3358, 2.8369, 0.9652], [1.6819, 2.5216, 0.6419], [-0.0665, 0.9928, 1.9628], [-0.9646, 2.4204, 2.6496], [0.7096, 2.1816, 2.9797], [0.2511, 3.9146, 1.1048], [-0.3439, 2.5537, 0.1615], [1.5993, 1.7598, 0.0635]], "spin_multiplicity": 1, "total_energy_ha": -730.151018, "total_charge": 2, "e_above_lowest_kj_mol": 0.0}


(4)
{"formula": "C3H9NO2S", "method": "ωB97M-V with the def2-TZVPD basis set", "symbols": ["C", "C", "S", "N", "C", "O", "H", "H", "H", "H", "H", "H", "H", "H", "H", "O"], "positions_angstrom": [[0.5602, 1.2726, 0.0782], [-0.5441, 2.3225, -0.0262], [0.2055, 3.9921, -0.3019], [0.3916, 0.3456, 1.2029], [0.3158, -1.1069, 0.7502], [-0.1677, -1.3680, -0.4627], [0.6183, 0.8222, -0.9190], [1.5752, 1.6502, 0.2214], [-1.2940, 2.2831, 0.7607], [-1.0422, 2.2627, -0.9963], [-0.4624, 0.5977, 1.6680], [-0.3501, -1.6134, 1.4848], [1.3634, -1.4098, 0.9602], [-0.5666, -2.7651, -1.0011], [0.1316, -3.6314, -1.9279], [-0.7347, -3.6541, -1.4913]], "spin_multiplicity": 2, "total_energy_ha": -723.075178, "s_squared": 0.75, "total_charge": -1, "e_above_lowest_kj_mol": 144.6}


(5)
{"formula": "C4H4O", "method": "ωB97M-V with the def2-TZVPD basis set", "symbols": ["C", "C", "C", "C", "O", "H", "H", "H", "H"], "positions_angstrom": [[-0.3233, -1.1158, 0.1405], [0.9012, 1.0744, -0.1716], [-0.0447, 0.3340, 0.3352], [-1.5393, -0.4379, -0.4733], [-1.3872, 0.6855, 0.1785], [0.3448, -1.7291, -0.4535], [-0.6225, -1.6254, 1.0535], [0.7743, 2.1317, -0.3283], [1.8967, 0.6825, -0.2810]], "spin_multiplicity": 1, "total_energy_ha": -229.882468, "e_above_lowest_kj_mol": 382.0}


(6)
{"formula": "C14H18N6O4", "method": "ωB97M-V with the def2-TZVPD basis set", "symbols": ["C", "C", "C", "N", "N", "C", "O", "N", "C", "N", "O", "N", "C", "N", "C", "C", "C", "C", "O", "C", "C", "O", "C", "C", "H", "H", "H", "H", "H", "H", "H", "H", "H", "H", "H", "H", "H", "H", "H", "H", "H", "H"], "positions_angstrom": [[0.4545, 3.8558, 0.7801], [0.5379, 3.0891, -0.5430], [0.3051, 1.6139, -0.3316], [-0.8523, 1.0753, -0.2395], [-2.0053, 1.7674, -0.3365], [-3.2093, 1.1139, -0.2539], [-4.2587, 1.7128, -0.4036], [-3.0527, -0.2138, 0.0093], [-3.9927, -1.2108, 0.0883], [-3.6383, -2.4665, 0.0513], [-4.7619, -3.1961, 0.1546], [-5.8575, -2.4005, 0.2556], [-5.4376, -1.1602, 0.2299], [-6.2078, -0.0706, 0.4042], [1.4409, 0.7031, -0.1948], [2.7203, 1.1475, 0.1092], [3.7655, 0.2479, 0.2533], [3.5643, -1.1127, 0.0938], [4.5194, -2.0680, 0.2079], [5.8346, -1.6724, 0.5096], [2.2631, -1.5813, -0.2171], [2.1447, -2.9257, -0.3585], [0.8749, -3.4606, -0.6510], [1.2339, -0.6752, -0.3554], [0.6117, 4.9187, 0.6106], [1.2117, 3.4984, 1.4738], [-0.5186, 3.7211, 1.2482], [1.5134, 3.2438, -1.0028], [-0.2111, 3.4794, -1.2393], [-2.0398, 2.7648, -0.5291], [-2.0817, -0.5133, 0.0402], [-5.7996, 0.8095, 0.1046], [-7.1988, -0.2023, 0.2980], [2.9252, 2.1949, 0.2610], [4.7450, 0.6280, 0.4960], [6.2461, -1.0163, -0.2645], [5.8916, -1.1692, 1.4805], [6.4157, -2.5922, 0.5473], [0.4967, -3.0978, -1.6119], [1.0188, -4.5381, -0.7057], [0.1476, -3.2327, 0.1342], [0.2412, -1.0087, -0.6038]], "spin_multiplicity": 1, "total_energy_ha": -1173.701982, "smiles": "CC/C(=N\\NC(=O)Nc1nonc1N)c1ccc(OC)c(OC)c1", "e_above_lowest_kj_mol": 0.0}